A structure of composition C21H21N10ReS4, computed with ωB97M-V with the def2-TZVPD basis set.

The geometry in ORCA input format:
```
! RIJCOSX wB97M-V def2-TZVPD def2/J DEFGRID3
* xyz 3 4
Re 0.031 -1.214 0.515
C -2.558 -5.763 1.346
S -0.744 -5.622 1.548
C -0.297 -4.155 0.783
S -1.500 -2.927 0.172
N 0.934 -4.032 0.437
N 1.144 -2.862 -0.251
C 1.827 -2.773 -1.327
C 1.729 -1.505 -2.006
C 2.278 -1.219 -3.166
C 2.018 0.013 -3.789
C 1.198 0.922 -3.104
C 0.570 0.533 -1.925
N 0.722 -0.717 -1.420
H -2.706 -6.760 1.581
H -3.091 -5.061 2.056
H -2.884 -5.621 0.313
H 2.433 -3.620 -1.721
H 3.022 -1.873 -3.590
H 2.370 0.192 -4.788
H 1.032 1.909 -3.522
H -0.005 1.205 -1.322
N -2.708 1.592 2.093
C -3.034 1.863 0.779
C -4.019 2.701 0.196
C -4.247 2.546 -1.140
C -3.655 1.534 -1.904
C -2.605 0.865 -1.397
C -2.316 0.982 -0.013
N -1.429 0.273 0.803
C -1.753 0.634 2.080
C -1.140 -0.194 3.197
C -1.074 -0.098 4.557
S -0.111 -1.407 5.128
C 0.275 -1.919 3.577
N -0.409 -1.283 2.678
H -3.180 1.949 2.928
H -4.482 3.480 0.758
H -5.048 3.158 -1.534
H -3.919 1.396 -2.957
H -2.015 0.177 -1.981
H -1.618 0.542 5.223
H 0.835 -2.756 3.253
C 3.258 4.135 -1.246
C 3.317 2.710 -0.721
N 4.235 1.871 -1.043
N 3.951 0.714 -0.257
C 2.829 0.842 0.461
S 2.118 -0.257 1.592
N 2.388 2.105 0.180
N 1.298 2.800 0.735
H 4.217 4.278 -1.725
H 3.117 4.841 -0.423
H 2.405 4.209 -1.915
H 4.603 -0.050 -0.147
H 1.717 3.489 1.357
H 0.675 3.225 0.009
*
```

Properties
ΔE to the lowest compared entry with this formula, charge and spin   18.9 kcal/mol
Energy   -3030.50420 hartree
E_HOMO (spin up / spin down)   -16.777 / -16.725 eV

A structure of composition C32H49ClCoNO3PS, computed with ωB97M-V with the def2-TZVPD basis set.

The geometry in ORCA input format:
```
! RIJCOSX wB97M-V def2-TZVPD def2/J DEFGRID3
* xyz -1 5
Co 0.545 -1.465 1.315
Cl 0.499 -1.294 3.435
P -0.605 -1.050 -0.443
C -0.746 3.329 0.228
H -1.363 3.713 -0.600
H 0.129 2.707 -0.035
C -1.441 -2.706 -0.366
C 0.422 -0.928 -1.979
C -2.817 -2.840 -1.020
H -0.743 -3.383 -0.889
C -3.318 -4.288 -0.907
H -3.533 -2.174 -0.520
H -2.782 -2.535 -2.076
C -3.242 -4.851 0.522
H -4.352 -4.338 -1.272
H -2.713 -4.919 -1.573
C -1.905 -4.582 1.224
H -4.049 -4.405 1.120
H -3.431 -5.930 0.494
C -1.492 -3.112 1.111
H -1.967 -4.860 2.282
H -1.115 -5.195 0.773
H -2.243 -2.507 1.641
H -0.497 -2.949 1.610
C -1.845 0.302 -0.373
C 0.742 0.519 -2.372
H 1.379 -1.389 -1.670
C 1.773 0.522 -3.505
H -0.171 1.036 -2.701
H 1.131 1.068 -1.499
C 1.320 -0.315 -4.707
H 1.968 1.555 -3.814
H 2.715 0.113 -3.112
C 0.879 -1.729 -4.313
H 0.486 0.194 -5.208
H 2.135 -0.377 -5.437
C -0.128 -1.736 -3.157
H 0.443 -2.249 -5.175
H 1.760 -2.306 -3.997
H -1.090 -1.312 -3.487
H -0.325 -2.773 -2.854
C -2.832 0.164 0.795
H -1.254 1.217 -0.189
C -3.665 1.442 0.885
H -3.494 -0.695 0.610
H -2.322 -0.032 1.749
C -4.395 1.733 -0.430
H -4.387 1.350 1.706
H -2.981 2.266 1.130
C -3.412 1.784 -1.598
H -5.132 0.939 -0.615
H -4.953 2.673 -0.358
C -2.616 0.484 -1.687
H -3.935 1.959 -2.546
H -2.708 2.614 -1.445
H -3.299 -0.367 -1.835
H -1.949 0.504 -2.559
C -0.598 2.146 2.539
C -0.864 3.807 1.460
H -0.920 1.257 1.952
C 0.074 4.922 1.972
H -1.898 3.924 1.851
C 1.308 4.448 2.749
H 0.420 5.511 1.104
H -0.518 5.594 2.615
C 0.988 3.497 3.915
H 2.014 3.949 2.071
H 1.826 5.341 3.136
C 0.554 2.114 3.372
H 1.879 3.387 4.553
H 0.199 3.922 4.545
H 1.373 1.739 2.715
H 0.392 1.391 4.195
O 3.469 -2.388 -1.127
S 3.455 -2.156 0.311
O 3.363 -3.261 1.206
N 2.265 -0.988 0.675
C 2.740 0.307 0.762
O 1.994 1.306 0.677
C 4.199 0.275 0.949
C 5.046 1.334 1.317
C 6.400 1.066 1.524
C 6.908 -0.234 1.347
C 6.062 -1.280 0.953
C 4.714 -0.995 0.764
H 4.623 2.331 1.437
H 7.075 1.865 1.830
H 7.965 -0.430 1.523
H 6.416 -2.297 0.806
*
```

Properties
ΔE to the lowest compared entry with this formula, charge and spin   65.5 kcal/mol
Energy   -4111.59122 hartree
E_HOMO (spin up / spin down)   -1.563 / -1.189 eV

A cluster of 2 separate species, C3H8O3S in total, computed with ωB97M-V with the def2-TZVPD basis set.

The geometry in ORCA input format:
```
! RIJCOSX wB97M-V def2-TZVPD def2/J DEFGRID3
* xyz 0 1
O -1.566 -0.266 -1.701
C -0.893 -0.325 -0.711
O -1.325 0.166 0.481
C 0.460 -0.943 -0.620
C 0.930 -1.489 -1.947
S 2.627 -2.158 -1.846
H -2.244 0.435 0.316
H 0.344 -1.740 0.130
H 1.169 -0.249 -0.159
H 0.278 -2.266 -2.316
H 1.007 -0.706 -2.691
H 2.337 -3.170 -1.014
O -0.724 4.355 3.828
H -1.025 4.659 4.688
H -1.372 3.697 3.561
*
```

Properties
ΔE to the lowest compared entry with this formula, charge and spin   2.6 kcal/mol
Energy   -743.02853 hartree
E_HOMO   -9.299 eV
Structure (SMILES)   O=C(O)CCS.O

A structure of composition C46H52ClIN2O5RbSb2, computed with ωB97M-V with the def2-TZVPD basis set.

The geometry in ORCA input format:
```
! RIJCOSX wB97M-V def2-TZVPD def2/J DEFGRID3
* xyz -2 2
Rb -0.971 -0.444 -0.047
C 3.796 1.313 3.256
C 2.423 0.731 3.522
C 1.294 1.558 3.546
C 1.444 3.061 3.560
C 0.016 0.988 3.652
C -1.209 1.873 3.630
C -0.117 -0.398 3.796
C -1.478 -1.023 3.996
C 1.019 -1.217 3.822
C 0.834 -2.712 3.956
C 2.292 -0.650 3.721
C 3.532 -1.503 3.900
H 4.431 0.593 2.741
H 4.319 1.610 4.172
H 3.732 2.192 2.617
H 1.064 3.577 2.676
H 2.480 3.360 3.702
H 0.870 3.493 4.383
H -1.989 1.458 2.990
H -0.994 2.886 3.288
H -1.643 1.969 4.631
H -1.889 -1.428 3.069
H -2.195 -0.303 4.383
H -1.424 -1.850 4.705
H 0.031 -3.062 3.304
H 0.566 -3.002 4.979
H 1.738 -3.257 3.690
H 3.873 -1.972 2.971
H 3.352 -2.304 4.617
H 4.360 -0.911 4.288
C 3.633 -0.256 -2.792
C 2.293 -0.598 -3.454
C 1.524 -1.666 -2.685
Sb -0.506 -1.993 -3.404
C -0.572 -4.038 -2.722
C -1.402 -4.935 -3.398
C -1.528 -6.250 -2.976
C -0.832 -6.691 -1.856
C -0.016 -5.807 -1.168
C 0.112 -4.491 -1.600
C 0.306 -2.597 -5.336
C -0.015 -1.850 -6.468
C 0.518 -2.164 -7.716
C 1.383 -3.239 -7.847
C 1.710 -3.998 -6.729
C 1.174 -3.679 -5.488
Sb 3.450 0.134 -0.668
C 5.519 0.658 -0.406
C 6.276 0.108 0.627
C 7.587 0.513 0.845
C 8.163 1.478 0.031
C 7.422 2.035 -1.001
C 6.109 1.628 -1.213
C 3.714 -1.932 -0.126
C 2.707 -2.592 0.572
C 2.781 -3.961 0.808
C 3.875 -4.683 0.362
C 4.900 -4.034 -0.318
C 4.815 -2.670 -0.562
H 4.083 0.625 -3.258
H 4.347 -1.079 -2.873
H 2.470 -0.937 -4.480
H 1.688 0.308 -3.511
H 1.463 -1.357 -1.638
H 2.046 -2.627 -2.696
H -1.964 -4.604 -4.266
H -2.181 -6.928 -3.513
H -0.940 -7.713 -1.514
H 0.515 -6.137 -0.282
H 0.749 -3.818 -1.040
H -0.692 -1.006 -6.380
H 0.254 -1.568 -8.582
H 1.800 -3.488 -8.816
H 2.384 -4.843 -6.825
H 1.430 -4.289 -4.627
H 5.845 -0.654 1.267
H 8.158 0.075 1.655
H 9.184 1.797 0.202
H 7.861 2.792 -1.638
H 5.545 2.082 -2.021
H 1.845 -2.043 0.940
H 1.972 -4.458 1.329
H 3.928 -5.751 0.536
H 5.759 -4.593 -0.669
H 5.617 -2.178 -1.103
N 0.605 2.101 -2.427
C 0.364 2.564 -1.322
H 0.324 2.701 -3.199
I -0.956 5.950 2.414
C 0.205 2.947 -0.083
H -0.761 2.891 0.405
H 0.999 3.481 0.422
O -3.283 -1.465 1.071
Cl -2.699 -2.648 0.467
O -2.647 -2.464 -0.966
O -3.439 -3.825 0.814
O -1.321 -2.764 0.963
O -2.155 0.556 -2.054
N -3.508 0.486 -2.095
C -4.144 -0.095 -3.178
C -5.506 -0.145 -3.241
C -6.319 0.394 -2.215
C -5.629 1.003 -1.126
C -4.271 1.034 -1.086
H -3.481 -0.499 -3.927
H -5.949 -0.625 -4.107
H -7.398 0.345 -2.254
H -6.167 1.440 -0.294
H -3.709 1.484 -0.280
*
```

Properties
ΔE to the lowest compared entry with this formula, charge and spin   0.0 kcal/mol
Energy   -3531.93061 hartree
E_HOMO (spin up / spin down)   0.666 / -2.282 eV